Entry 1:
Entry from the Open Molecules 2025 dataset: a molecular structure, C37H43FN6O5Re at a distorted geometry (wB97M-V/def2-TZVPD).

The value obtained for the HOMO energy (spin up / spin down) is -11.89 / -11.92 eV. The calculation puts the orbital gap (spin up / spin down) at 6.096 / 6.505 eV. The net charge is +2. As for the multiplicity: 2. As for the LUMO energy (spin up / spin down): -5.79 / -5.41 eV. As for the energy above the lowest of the compared OMol25 structures with the same formula, charge and spin: 0.372 eV. As for the largest force on an atom: 2.3 eV/A.

```
93
C37H43FN6O5Re (wB97M-V/def2-TZVPD)
Re -2.4264 2.4590 0.0828
C -3.7857 1.7461 2.7067
N -3.6824 2.9530 1.8408
C -5.0768 3.3302 1.4790
C -5.2982 4.3725 0.3801
C -4.8078 3.9987 -1.0395
N -4.1098 2.7197 -1.0679
C -4.5356 1.8029 -1.8897
C -4.1236 0.4451 -1.9343
C -4.4925 -0.3685 -3.0256
C -4.2291 -1.7099 -3.0241
C -3.6632 -2.3092 -1.8860
C -3.3211 -1.5541 -0.7956
C -3.4693 -0.1500 -0.8128
O -3.0762 0.5496 0.2085
C -2.9906 3.9678 2.6810
C -2.7624 5.3734 2.1321
C -2.1575 5.5312 0.7261
N -1.5240 4.3458 0.1549
C -0.2683 4.4518 -0.1684
C 0.4965 3.5558 -0.9626
C 1.8792 3.7945 -1.0978
C 2.6387 3.0802 -1.9832
C 2.0147 2.1447 -2.8250
C 0.6694 1.9040 -2.7340
C -0.1218 2.5425 -1.7529
O -1.3779 2.2240 -1.6429
H -4.4160 1.9590 3.5736
H -2.7967 1.4520 3.0539
H -4.2091 0.9178 2.1465
H -5.5729 3.6995 2.3824
H -5.5805 2.4100 1.1790
H -4.8725 5.3278 0.6705
H -6.3776 4.5228 0.3419
H -4.1141 4.7587 -1.4045
H -5.6556 3.9808 -1.7266
H -5.3287 2.0724 -2.5875
H -4.9831 0.0873 -3.8769
H -4.4752 -2.3174 -3.8832
H -3.4983 -3.3789 -1.8676
H -2.8801 -1.9902 0.0908
H -2.0189 3.5314 2.9178
H -3.5453 4.0773 3.6189
H -2.0838 5.8334 2.8516
H -3.6823 5.9551 2.1736
H -1.4378 6.3513 0.7554
H -2.9361 5.8322 0.0241
H 0.2621 5.3535 0.1376
H 2.3357 4.5566 -0.4776
H 3.7028 3.2536 -2.0547
H 2.6062 1.6151 -3.5602
H 0.1757 1.1809 -3.3687
C 4.6197 -1.0287 3.2547
C 3.3140 -1.8154 3.2869
N 2.4065 -1.4501 2.1999
C 1.4861 -0.4821 2.4311
C 0.5815 -0.0291 1.5285
C -0.4029 1.0159 2.0269
O -0.7553 0.9515 3.1922
O -0.7600 1.9800 1.2226
C 0.5183 -0.6215 0.2036
O -0.2091 -0.2686 -0.7077
C 1.4408 -1.7632 0.0295
C 1.3199 -2.5422 -1.1240
C 2.1848 -3.5718 -1.3466
F 1.9731 -4.4080 -2.3950
C 3.2904 -3.8040 -0.5100
C 3.3643 -3.0807 0.6683
C 2.4107 -2.0979 0.9834
N 4.2191 -4.7972 -0.8407
C 4.7037 -4.9593 -2.2012
C 4.6049 -6.4479 -2.5481
N 4.8624 -7.2261 -1.2861
C 5.8530 -6.5306 -0.4124
C 5.1831 -5.2619 0.1392
H 5.2417 -1.3271 4.0976
H 4.4200 0.0388 3.3402
H 5.1762 -1.1984 2.3327
H 2.8003 -1.6143 4.2261
H 3.5037 -2.8875 3.2497
H 1.4976 -0.0480 3.4226
H 0.5120 -2.3353 -1.8142
H 4.1852 -3.2646 1.3443
H 5.7403 -4.6113 -2.2837
H 4.1182 -4.3809 -2.9062
H 5.3327 -6.7227 -3.3100
H 3.6071 -6.6951 -2.9057
H 5.1629 -8.1758 -1.5072
H 3.9839 -7.2868 -0.7670
H 6.7319 -6.2983 -1.0100
H 6.1569 -7.1812 0.4047
H 5.9588 -4.5202 0.3706
H 4.6452 -5.4951 1.0610
```

Entry 2:
Entry from the Open Molecules 2025 dataset: 2 unconnected molecules or ions with the total composition C23H24BF3I2NO5S at a distorted geometry (wB97M-V/def2-TZVPD).

The value obtained for the HOMO energy is -6.05 eV. The calculation puts the orbital gap at 7.330 eV. The net charge is -1. As for the LUMO energy: 1.28 eV. As for the largest force on an atom: 3.1 eV/A.

```
60
C23H24BF3I2NO5S (wB97M-V/def2-TZVPD)
C 4.8082 -0.6695 0.1997
C 4.3855 0.7932 0.6582
C 2.8189 0.9318 0.9025
C 2.4562 0.3635 2.3233
O 1.2861 0.9464 2.9148
C 0.1252 0.5955 2.2247
C -0.4252 -0.7530 2.1912
C 0.2764 -1.9555 2.9423
C 0.7081 -3.1205 1.9510
C 1.0661 -2.6313 0.4919
I 2.3759 -4.0452 -0.5561
C -1.6631 -1.1083 1.4635
C -2.4024 -0.0670 0.7704
C -3.7427 -0.2696 -0.0186
C -4.3067 -1.7215 0.2167
F -4.5167 -1.9927 1.6069
C -1.8567 1.2855 0.8099
C -0.6154 1.6589 1.5110
N -0.1019 3.0148 1.5413
I -1.1343 4.1901 2.8993
C -0.0694 3.6134 0.2193
C 1.1284 4.2822 -0.2776
C 1.1377 4.8660 -1.6164
C -0.0091 4.8013 -2.5331
C -1.2068 4.1328 -2.0443
C -1.2175 3.5606 -0.7121
S -2.6766 2.6677 -0.0674
H 5.8455 -0.8348 0.6134
H 4.1278 -1.4533 0.6193
H 4.9095 -0.7602 -0.9184
H 4.9649 0.9920 1.6080
H 4.7487 1.5755 -0.0665
H 2.5865 2.0307 0.8125
H 2.2450 0.4166 0.0779
H 2.4433 -0.7551 2.2609
H 3.3157 0.6239 3.0070
H 1.1067 -1.5903 3.5973
H -0.5194 -2.3703 3.6226
H 1.5226 -3.7696 2.3694
H -0.2000 -3.7811 1.8410
H 1.5392 -1.6151 0.4585
H 0.1145 -2.6124 -0.1043
H -2.0187 -2.1663 1.4472
H -3.5827 -0.0749 -1.1126
H -4.4744 0.4564 0.4431
H -5.3145 -1.8232 -0.2575
H -3.5527 -2.4315 -0.2221
H 2.0101 4.3289 0.4056
H 2.0455 5.3946 -1.9955
H 0.0269 5.2251 -3.5641
H -2.1356 4.0101 -2.6524
B -1.6289 -3.5487 -3.9220
O -0.8928 -2.4972 -3.1787
C -1.7146 -1.4747 -3.0121
O -1.4288 -0.4502 -2.4425
C -3.0338 -1.7938 -3.6337
O -4.0017 -1.0715 -3.6539
O -2.9862 -3.0021 -4.1649
F -1.7110 -4.7275 -3.1447
F -0.9851 -3.8194 -5.1500
```

Entry 3:
Entry from the Open Molecules 2025 dataset: a molecular structure, C57H43F15GeN6O6P2PdS2Se4 (wB97M-V/def2-TZVPD).

The value obtained for the HOMO energy is -8.13 eV. The calculation puts the orbital gap at 6.214 eV. As for the LUMO energy: -1.92 eV. As for the energy above the lowest of the compared OMol25 structures with the same formula, charge and spin: 0.000 eV. As for the largest force on an atom: 0.7 eV/A.

```
137
C57H43F15GeN6O6P2PdS2Se4 (wB97M-V/def2-TZVPD)
Pd 1.8972 -0.0501 -0.6474
O 6.2065 2.1209 -3.5641
C 4.8496 1.8244 -3.8782
C 3.8406 2.6222 -3.0460
C 3.9480 4.1122 -3.4214
O 5.1692 4.7018 -3.0351
C 4.0572 2.5153 -1.5351
Se 4.2455 0.6993 -0.8566
C 2.4252 2.1629 -3.3943
Se 2.0272 0.2771 -3.0844
H 6.4147 1.7021 -2.7168
H 4.6603 0.7523 -3.7835
H 4.7270 2.1000 -4.9281
H 3.1603 4.6787 -2.9188
H 3.7930 4.2103 -4.5039
H 5.8821 4.1345 -3.3694
H 3.1945 2.9459 -1.0239
H 4.9424 3.0718 -1.2230
H 2.2448 2.2603 -4.4696
H 1.6809 2.7579 -2.8665
Se -2.4318 -5.7184 -0.6932
P -2.9111 -3.7033 -1.0973
C -4.1410 -3.0243 0.0484
C -5.4195 -2.6540 -0.3399
C -6.3004 -2.1298 0.5981
C -5.9026 -1.9685 1.9147
C -4.6189 -2.3354 2.3042
C -3.7431 -2.8640 1.3752
C -3.5040 -3.5035 -2.7950
C -4.5655 -4.3019 -3.2191
C -5.0120 -4.2203 -4.5269
C -4.3838 -3.3688 -5.4261
C -3.3087 -2.5965 -5.0162
C -2.8765 -2.6516 -3.6987
C -1.6222 -2.4498 -0.9289
C -0.2556 -2.3721 -0.6949
N 0.0133 -1.0504 -0.5519
N -1.1028 -0.3747 -0.7047
N -2.0987 -1.1865 -0.9220
P 1.1412 -3.4863 -0.6711
Se 2.8968 -2.3313 -1.2118
C 1.3252 -4.2686 0.9438
C 2.5560 -4.2552 1.5939
C 2.6684 -4.8094 2.8600
C 1.5588 -5.3709 3.4743
C 0.3355 -5.3955 2.8193
C 0.2126 -4.8452 1.5563
C 0.8400 -4.7680 -1.8828
C 1.2778 -6.0655 -1.6436
C 1.0497 -7.0457 -2.5961
C 0.3941 -6.7277 -3.7760
C -0.0201 -5.4257 -4.0222
C 0.2095 -4.4406 -3.0803
H -5.7292 -2.7483 -1.3724
H -7.2952 -1.8368 0.2922
H -6.5902 -1.5554 2.6405
H -4.2995 -2.2055 3.3293
H -2.7416 -3.1472 1.6819
H -5.0206 -5.0031 -2.5295
H -5.8414 -4.8345 -4.8499
H -4.7345 -3.3080 -6.4472
H -2.8080 -1.9444 -5.7193
H -2.0549 -2.0268 -3.3762
H 3.4151 -3.8013 1.1170
H 3.6223 -4.7952 3.3681
H 1.6449 -5.7828 4.4702
H -0.5297 -5.8325 3.2962
H -0.7401 -4.8825 1.0409
H 1.7682 -6.3129 -0.7118
H 1.3755 -8.0596 -2.4124
H 0.2033 -7.4990 -4.5086
H -0.5302 -5.1805 -4.9432
H -0.1078 -3.4235 -3.2703
C 5.0646 4.9344 6.3562
C 4.5603 3.7455 5.5460
S 3.7754 2.5850 6.6483
O 4.7566 2.1461 7.6038
O 2.5342 3.1679 7.0935
C 3.3747 1.1703 5.6234
C 1.9748 1.2663 5.0213
N 1.8459 0.4203 3.8325
C 2.3556 0.6885 2.6092
N 2.0013 -0.2345 1.7216
C 1.2203 -1.1229 2.3874
C 1.1173 -0.7415 3.6865
N 0.4555 -1.4554 4.7287
O 0.6932 -1.1541 5.8839
O -0.2946 -2.3414 4.3824
C 3.1886 1.8842 2.3226
H 5.5633 5.6418 5.6965
H 5.7683 4.6062 7.1177
H 4.2354 5.4400 6.8472
H 5.3710 3.2165 5.0469
H 3.8054 4.0529 4.8230
H 3.4688 0.3207 6.2983
H 4.1440 1.0931 4.8565
H 1.7103 2.2895 4.7572
H 1.2472 0.9182 5.7480
H 0.7647 -1.9804 1.9352
H 4.2164 1.5875 2.1065
H 3.1791 2.5799 3.1546
H 2.7973 2.3958 1.4423
F -1.8608 4.7230 -3.0340
C -1.3657 5.2351 -1.8956
C -1.0624 4.4269 -0.8134
C -0.5782 5.0809 0.3108
F -0.2853 4.3791 1.4239
C -0.3883 6.4497 0.3742
F 0.0806 7.0312 1.4827
C -0.6971 7.2216 -0.7341
F -0.5260 8.5443 -0.6994
C -1.1929 6.6117 -1.8731
F -1.5045 7.3547 -2.9390
Ge -1.1913 2.4373 -0.7304
S 0.9414 2.0762 -0.3174
C -2.3760 2.1672 0.8196
C -2.1631 1.2254 1.8064
F -1.0603 0.4668 1.8041
C -3.0405 1.0328 2.8620
F -2.7833 0.1149 3.8030
C -4.1833 1.8076 2.9454
F -5.0400 1.6336 3.9518
C -4.4286 2.7693 1.9787
F -5.5327 3.5161 2.0514
C -3.5248 2.9314 0.9439
F -3.8281 3.8441 0.0077
C -2.1478 1.8880 -2.3544
C -1.5143 2.0056 -3.5789
F -0.2762 2.5310 -3.6375
C -2.1177 1.6635 -4.7739
F -1.4790 1.8137 -5.9386
C -3.4154 1.1779 -4.7551
F -4.0300 0.8677 -5.8980
C -4.0736 1.0247 -3.5485
F -5.3171 0.5355 -3.5291
C -3.4355 1.3805 -2.3703
F -4.1302 1.2003 -1.2413
```